C23H66FNO10S2Si | ωB97M-V with the def2-TZVPD basis set

Properties
structure (SMILES): C[C@@H](O)CNCCO[Si](S)(S)[C@@H](C)F.CCO.CCO.CCO.CCO.CCO.CCO.CCO.CCO
strongest force on any atom: 2.9 eV/A
DFT total energy: -79148.043 eV
HOMO-LUMO gap: 9.01 eV
energy above the lowest of the compared OMol25 structures with the same formula, charge and spin: 111.6 kcal/mol
E_LUMO: 0.4 eV
HOMO level: -8.601 eV

```
104
C23H66FNO10S2Si (ωB97M-V with the def2-TZVPD basis set)
C 4.432 -1.803 1.123
C 3.353 -1.616 -0.141
O 2.963 -3.018 -0.509
C 2.065 -0.795 0.454
N 1.287 -0.012 -0.584
C 0.154 0.737 0.149
C -1.029 -0.376 0.390
O -2.402 0.136 0.258
Si -3.526 -1.126 0.822
S -5.565 -0.450 0.357
S -3.438 -1.260 3.008
C -3.313 -2.820 -0.067
C -1.952 -3.647 0.318
F -4.472 -3.695 0.337
H 3.858 -2.425 1.942
H 4.759 -0.737 1.538
H 5.344 -2.463 0.779
H 3.856 -1.136 -1.084
H 3.843 -3.515 -0.424
H 2.492 0.000 1.224
H 1.418 -1.563 1.073
H 1.906 0.656 -1.093
H 0.584 1.087 1.206
H -0.154 1.653 -0.512
H -0.896 -1.188 -0.474
H -0.888 -0.847 1.471
H -6.042 -1.105 -0.802
H -2.278 -1.983 3.345
H -3.300 -2.636 -1.245
H -1.395 -3.893 -0.710
H -1.212 -3.084 1.033
H -2.190 -4.681 0.829
C -10.318 1.769 -0.157
C -9.627 0.629 -0.877
O -8.620 0.071 -0.046
H -9.596 2.545 0.116
H -11.095 2.213 -0.785
H -10.776 1.418 0.774
H -9.153 0.988 -1.795
H -10.340 -0.158 -1.141
H -9.052 -0.253 0.762
C 7.286 -5.442 0.955
C 5.777 -5.501 1.064
O 5.191 -5.324 -0.217
H 7.605 -4.482 0.537
H 7.754 -5.573 1.935
H 7.657 -6.222 0.281
H 5.409 -4.707 1.721
H 5.450 -6.464 1.470
H 5.517 -6.039 -0.790
C -2.962 4.622 0.524
C -1.714 4.107 -0.163
O -1.309 2.879 0.425
H -2.779 4.771 1.593
H -3.285 5.571 0.085
H -3.778 3.898 0.439
H -0.895 4.823 -0.057
H -1.893 3.943 -1.230
H -2.040 2.247 0.318
C 0.144 5.484 -3.265
C 0.665 4.244 -3.963
O 1.075 3.283 -3.001
H 0.917 5.917 -2.622
H -0.172 6.237 -3.993
H -0.705 5.238 -2.620
H 1.527 4.491 -4.589
H -0.107 3.799 -4.598
H 0.300 3.065 -2.456
C 9.334 -2.662 3.935
C 8.016 -2.769 3.197
O 7.413 -4.027 3.461
H 10.013 -3.464 3.629
H 9.814 -1.699 3.738
H 9.183 -2.766 5.014
H 8.174 -2.686 2.117
H 7.327 -1.978 3.507
H 7.270 -4.088 4.421
C -2.372 1.517 -4.579
C -3.111 1.429 -3.259
O -3.480 2.729 -2.823
H -1.476 2.138 -4.478
H -2.076 0.523 -4.926
H -3.000 1.985 -5.344
H -2.472 0.981 -2.492
H -4.015 0.821 -3.355
H -4.054 3.116 -3.507
C -9.503 2.174 -6.133
C -8.649 1.563 -5.041
O -9.467 0.840 -4.133
H -10.255 2.844 -5.704
H -8.887 2.739 -6.839
H -10.044 1.396 -6.681
H -8.127 2.345 -4.481
H -7.903 0.882 -5.460
H -9.920 0.143 -4.638
C 9.186 1.487 7.118
C 8.712 0.160 6.561
O 9.777 -0.779 6.574
H 10.023 1.874 6.529
H 8.378 2.224 7.111
H 9.547 1.369 8.145
H 8.373 0.278 5.527
H 7.883 -0.240 7.152
H 10.065 -0.883 7.497
```



C5H5NO3S | ωB97M-V with the def2-TZVPD basis set

Properties
structure (SMILES): C=CN1C(=O)C=CS1(=O)=O
strongest force on any atom: 5.8 eV/A
DFT total energy: -23729.946 eV
HOMO-LUMO gap: 8.41 eV
energy above the lowest of the compared OMol25 structures with the same formula, charge and spin: 72.9 kcal/mol
E_LUMO: -0.7 eV
HOMO level: -9.106 eV

```
15
C5H5NO3S (ωB97M-V with the def2-TZVPD basis set)
C 0.049 -2.206 0.149
C 1.281 -1.809 -0.012
C -0.991 -1.102 0.130
C -0.586 2.391 -0.313
C -1.208 1.297 0.069
N -0.564 0.142 0.322
O -2.134 -1.372 -0.112
O 2.231 0.478 1.338
O 1.834 0.574 -1.163
S 1.538 0.010 0.147
H -0.408 -3.116 -0.099
H 2.194 -2.269 0.243
H -1.395 3.085 -0.537
H 0.391 2.698 -0.323
H -2.231 1.201 0.161
```



> HOMO-LUMO gap of number 2 (C5H5NO3S)?

8.41 eV



> Among the records above, which one has the highest strongest force on any atom?

C5H5NO3S



> Look up the HOMO-LUMO gap of the first one.

9.01 eV